1.
This record from OMol25 describes a single C5H4O3 molecule. The level of theory is the ωB97M-V functional and the def2-TZVPD basis.

```
12
Properties=species:S:1:pos:R:3:forces:R:3
C -1.31971 -0.42456 0.00473 -2.9 -0.1 -2.8
C 0.09900 -1.41734 0.10893 -0.3 -0.9 -0.7
C 0.76171 1.12768 -0.30020 -2.8 -4.4 0.4
H 0.03101 -2.20243 -0.81826 0.1 2.1 2.2
C -0.82725 0.96703 -0.48453 4.3 -1.3 2.9
C 1.34191 -0.42043 -0.14646 3.3 2.7 1.1
O 2.60457 -0.52303 -0.01976 -5.7 -0.9 -0.7
H 0.27928 -2.08060 1.06549 -0.6 1.6 -1.8
O -2.58413 -0.61729 0.00026 6.2 -0.2 0.8
H 1.28676 2.04179 -0.34103 1.2 0.5 -1.6
O -0.09669 1.32836 0.76698 -1.6 0.1 0.5
H -1.32103 1.74276 -0.98090 -1.2 0.8 -0.4
```
Forces are in eV/Å.

Its SMILES is O=C1CC(=O)[C@@H]2O[C@H]12. The spin multiplicity is 1. As for the relative energy (zero: lowest compared OMol25 entry of this formula, charge and spin): 464.6 kJ/mol. As for the electronic energy: -11387.5536 eV. Its largest force on an atom is 6.232 eV/A.


2.
This record from OMol25 describes a molecular structure, C5H4O5Tb. The level of theory is the ωB97M-V functional and the def2-TZVPD basis.

```
15
Properties=species:S:1:pos:R:3:forces:R:3
C -0.20686 1.77149 -0.65986 0.9 6.3 -4.0
H -1.39967 0.47908 3.19273 -0.6 0.2 0.4
H 1.31888 -0.26926 3.35080 0.0 0.0 0.3
C 1.53736 -0.10324 -0.67641 6.3 0.5 -4.8
O 2.39872 -0.04188 -1.45161 -4.3 -0.3 4.0
C -2.10829 -0.00586 -1.78969 -1.9 0.8 -3.2
O -2.65647 0.23002 -2.76598 1.9 -0.9 3.6
O -0.59953 0.11751 2.79634 -0.9 0.3 -1.3
C 0.04613 -2.20195 -0.75207 1.6 -5.6 -3.8
O 0.37175 -3.07026 -1.44295 -1.6 4.2 3.3
Tb -0.45887 -0.22569 0.63428 -2.0 -0.4 1.2
O -0.04184 2.68554 -1.35354 -0.9 -4.6 3.5
H 0.37344 0.63871 4.56655 0.0 -0.1 -0.2
C 0.34606 -0.18426 3.84619 1.5 -0.5 1.1
H 0.07627 -1.13065 4.31562 0.0 0.2 0.0
```
Forces are in eV/Å.

The expectation value of S² is 12.04. The spin multiplicity is 7. As for the electronic energy: -37884.6895 eV. The total charge is +3. Its largest force on an atom is 7.992 eV/A.


3.
This record from OMol25 describes 2 unconnected molecules or ions with the total composition C5H4O6. The level of theory is the ωB97M-V functional and the def2-TZVPD basis.

```
15
Properties=species:S:1:pos:R:3:forces:R:3
C -0.86248 2.09991 0.37874 0.5 0.8 -0.4
O -2.24797 0.57306 1.55557 -0.1 0.4 0.0
H -2.14095 -0.37611 1.75850 0.2 0.1 -0.1
H 0.68234 0.65763 -1.24146 0.0 0.1 -0.1
O -5.10156 -0.16722 0.09850 -1.9 1.8 0.6
O -4.15175 -1.26153 -0.13032 1.5 -2.3 -0.2
O -3.30413 0.67120 -1.18889 0.6 0.8 -0.8
H 1.24125 -0.98748 -0.83120 0.0 0.0 -0.1
C -1.13714 0.88880 0.80113 -0.5 -1.5 0.6
C -0.31295 -0.27384 0.41923 0.0 0.7 -0.1
H 1.67602 0.38540 0.19259 0.1 0.1 0.0
O -0.65428 -1.35789 0.84916 0.0 -0.1 0.0
O -0.49759 3.11644 -0.04045 -0.3 -0.2 0.2
C -3.98211 -0.03840 -0.57505 -0.2 -0.2 0.3
C 0.89224 -0.03832 -0.43398 0.1 -0.3 0.1
```
Forces are in eV/Å.

Its SMILES is CC(=O)C(O)=C=O.O=C1OO1. The spin multiplicity is 1. As for the relative energy (zero: lowest compared OMol25 entry of this formula, charge and spin): 0.0 kJ/mol. As for the electronic energy: -17529.7968 eV. Its largest force on an atom is 2.732 eV/A.


4.
This record from OMol25 describes a single C5H4S molecule. The level of theory is the ωB97M-V functional and the def2-TZVPD basis.

```
10
Properties=species:S:1:pos:R:3:forces:R:3
C 1.24950 -0.03524 -0.04581 -0.4 0.7 0.7
H -1.97216 -1.26877 0.93010 -0.5 1.0 -1.0
C -1.23175 0.89392 -0.03254 0.1 0.7 2.6
H -1.47762 1.39540 -0.99003 1.0 0.1 0.6
C 2.60240 -0.24131 -0.11106 4.4 0.2 0.3
C 3.85098 -0.20929 -0.07872 0.4 0.4 2.3
S -2.50150 -0.42645 -0.06826 0.8 -1.1 1.1
C 0.17108 0.45521 0.23863 -0.8 -0.7 -2.6
H -1.41758 1.57114 0.87450 -0.4 -0.6 -1.6
H 5.03816 -0.05440 0.45458 -4.5 -0.7 -2.4
```
Forces are in eV/Å.

Its SMILES is C#CC#CCS. The spin multiplicity is 1. As for the relative energy (zero: lowest compared OMol25 entry of this formula, charge and spin): 358.2 kJ/mol. As for the electronic energy: -16079.6170 eV. Its largest force on an atom is 5.120 eV/A.